[1]
The following is a quantum chemistry calculation of a 9-piece molecular cluster, C23H41F6NO11P overall at a distorted geometry, from the OMol25 dataset.

Structure (XYZ):
```
83
C23H41F6NO11P (ωB97M-V/def2-TZVPD)
P -0.21 -0.02 -0.74
F -1.74 -0.55 -0.76
F 0.24 -1.57 -0.41
F 1.40 0.35 -0.78
F -0.27 0.23 0.84
F -0.07 -0.19 -2.34
F -0.73 1.49 -0.99
O -2.04 -6.34 3.19
O 2.82 -0.45 -3.11
O 1.66 3.10 0.22
O -1.84 -4.66 1.75
O 0.50 -4.83 -3.55
O 4.11 -0.06 2.54
O -3.32 4.88 -2.09
O 1.35 3.53 2.98
O 5.42 0.72 4.16
O 1.83 -6.51 -4.14
O -1.59 4.80 -3.47
N -3.27 2.71 0.84
C 5.10 2.01 2.09
C -2.80 2.80 -3.30
C -3.09 1.85 2.87
C -3.18 -2.96 2.76
C 1.16 -6.26 -1.80
C -3.38 3.24 2.98
C 0.79 4.14 -0.20
C 1.25 -5.92 -3.27
C -0.96 3.93 -4.43
C -2.27 -3.32 1.56
C 3.53 -1.51 -2.50
C -0.32 -4.43 -2.43
C 4.97 0.85 3.06
C 0.16 -5.25 -1.24
C 3.55 0.37 1.30
C -1.72 2.60 -4.32
C 4.47 1.51 0.82
C -3.06 1.55 1.53
C -2.30 -5.21 2.88
C 0.87 2.32 3.53
C -3.14 -4.20 3.67
C -3.47 3.74 1.71
C -2.66 4.24 -2.85
H -2.56 -4.00 4.57
H 2.53 0.73 1.48
H -2.95 1.19 3.71
H -0.22 2.37 3.62
H -4.19 -2.72 2.44
H -0.63 -5.83 -0.75
H -2.88 0.63 1.01
H 1.40 3.44 2.01
H 6.13 2.34 2.04
H -2.14 2.33 -5.29
H 1.10 1.45 2.91
H 3.45 -0.42 0.57
H -3.39 3.79 3.91
H -3.80 2.62 -3.71
H -4.12 -4.63 3.86
H -2.76 -2.09 3.25
H 3.96 2.26 0.22
H -1.03 1.79 -4.10
H 1.32 2.26 -0.12
H 0.10 3.86 -4.18
H 1.30 2.18 4.52
H -0.09 4.20 0.45
H 0.84 -7.30 -1.72
H -0.15 -3.37 -2.26
H -3.12 2.74 -0.16
H 3.14 -2.47 -2.87
H 5.23 1.06 0.17
H 3.34 -1.53 -1.42
H 2.11 -0.14 -2.52
H 0.40 4.03 -1.21
H -1.42 -2.64 1.51
H 4.49 2.79 2.56
H -2.88 -3.22 0.66
H 2.13 -6.14 -1.32
H 4.60 -1.42 -2.68
H -1.37 -4.56 -2.66
H 0.52 -4.63 -0.41
H -1.10 4.40 -5.40
H -2.78 2.15 -2.43
H -3.59 4.74 1.30
H 1.34 5.08 -0.11
```

Its net charge is -1. For the highest occupied orbital energy, the calculation gives -6.1 eV. The value obtained for the molar mass is 652.5 g/mol. The relative energy (zero: lowest compared OMol25 entry of this formula, charge and spin) comes out at 0.0 kcal per mole. As for the LUMO energy: 2.4 eV. As for the gap between HOMO and LUMO: 8.49 eV.

[2]
The following is a quantum chemistry calculation of C2H3Cl2PS as an isolated structure at a distorted geometry, from the OMol25 dataset.

Structure (XYZ):
```
9
C2H3Cl2PS (ωB97M-V/def2-TZVPD)
Cl 2.77 0.37 -1.63
Cl 0.44 -1.69 -0.21
S -0.19 1.52 -1.59
P 0.86 0.00 -2.20
C -0.80 -0.77 0.57
C -0.44 0.26 1.31
H -1.86 -0.91 0.53
H 0.56 0.44 1.62
H -1.33 0.78 1.61
```

For the highest occupied orbital energy, the calculation gives -9.0 eV. The value obtained for the molar mass is 161.0 g/mol. The relative energy (zero: lowest compared OMol25 entry of this formula, charge and spin) comes out at 36.2 kcal per mole. As for the LUMO energy: -0.6 eV. As for the gap between HOMO and LUMO: 8.44 eV.

[3]
The following is a quantum chemistry calculation of a 6-piece molecular cluster, C5H20ClN10O9 overall at a distorted geometry, from the OMol25 dataset.

Structure (XYZ):
```
45
C5H20ClN10O9 (ωB97M-V/def2-TZVPD)
Cl -0.70 0.75 2.04
O 3.18 -6.89 2.53
O -5.14 -1.75 -4.88
O 5.31 -1.45 -3.48
O -1.34 5.22 -4.27
O -5.24 4.14 7.96
O 0.28 1.84 2.10
O -1.87 1.15 1.38
O -0.15 -0.38 1.27
O -1.00 0.39 3.38
N 3.04 -7.66 0.55
N 3.68 -5.64 0.88
N -3.36 3.28 7.29
N -0.36 5.42 -2.26
N 5.22 0.27 -2.00
N -5.17 -1.43 -2.63
N 7.01 -0.08 -3.19
N -4.92 3.55 5.76
N -3.32 -1.94 -3.60
N -0.13 3.65 -3.25
C -0.62 4.80 -3.39
C 3.22 -6.72 1.39
C -4.61 -1.62 -3.78
C -4.57 3.69 7.04
C 5.79 -0.47 -2.92
H 3.82 -4.87 1.52
H -3.16 2.94 8.21
H 5.78 0.91 -1.45
H -0.12 3.09 -4.09
H -4.35 2.97 5.16
H 3.70 -5.47 -0.12
H 2.82 -8.59 0.88
H 3.47 -7.61 -0.37
H -4.59 -1.51 -1.81
H 7.23 0.63 -2.51
H 4.27 0.08 -1.72
H -0.73 6.35 -2.10
H -6.18 -1.36 -2.62
H -2.89 -1.47 -2.81
H 0.27 3.18 -2.45
H -5.78 3.95 5.40
H -2.80 -2.46 -4.29
H -2.92 2.76 6.54
H 7.71 -0.62 -3.69
H 0.23 4.95 -1.59
```

Its net charge is -1. For the highest occupied orbital energy, the calculation gives -6.3 eV. The value obtained for the molar mass is 399.7 g/mol. The relative energy (zero: lowest compared OMol25 entry of this formula, charge and spin) comes out at 102.9 kcal per mole. As for the LUMO energy: 1.9 eV. As for the gap between HOMO and LUMO: 8.20 eV.

Number 1: electronic energy -2724.2906 hartree. Number 2: electronic energy -1737.9097 hartree. Number 3: electronic energy -1887.3405 hartree.